Record 1
Density functional theory data (ωB97M-V/def2-TZVPD) for a cluster of 9 separate species, C57H69BBr2ClN3O31S2 in total.

Each atom is followed by the atoms it is bonded to, with distances in Å.
CARTESIAN COORDINATES (ANGSTROEM)
1 C 4.03 -3.20 2.43  C2 1.518, H50 1.080, H51 1.081, H52 1.079
2 C 4.24 -2.11 1.39  C1 1.518, C3 1.521, H53 1.076, H54 1.080
3 C 3.46 -0.85 1.75  C2 1.521, Cl4 1.794, C5 1.503, H55 1.066
4 Cl 4.29 0.02 3.08  C3 1.794
5 C 3.16 0.10 0.63  C3 1.503, C6 1.404, C31 1.396
6 C 4.16 0.79 -0.08  C5 1.404, B7 1.596, C10 1.405
7 B 5.72 0.61 0.20  C6 1.596, N8 1.414, O9 1.388
8 N 6.50 1.57 0.89  B7 1.414, H56 1.010, H57 1.013
9 O 6.34 -0.51 -0.33  B7 1.388, H58 0.959
10 C 3.80 1.69 -1.10  C6 1.405, C11 1.505, C22 1.408
11 C 4.90 2.42 -1.83  C10 1.505, C12 1.534, H59 1.072, H60 1.074
12 C 5.81 1.54 -2.70  C11 1.534, C13 1.512, H61 1.077, H62 1.083
13 C 5.08 0.47 -3.49  C12 1.512, S14 1.824, H63 1.078, H64 1.075
14 S 6.22 -0.89 -3.86  C13 1.824, C15 1.758
15 C 5.62 -2.29 -2.98  S14 1.758, S16 1.610, N17 1.409
16 S 6.63 -3.08 -2.00  C15 1.610
17 N 4.32 -2.77 -3.21  C15 1.409, C18 1.372, C21 1.375
18 C 3.12 -2.13 -3.02  N17 1.372, C19 1.360, H65 1.064
19 C 2.16 -3.04 -3.36  C18 1.360, N20 1.365, H66 1.067
20 N 2.74 -4.21 -3.74  C19 1.365, C21 1.295
21 C 4.02 -4.04 -3.65  N17 1.375, N20 1.295, H67 1.068
22 C 2.46 1.93 -1.43  C10 1.408, C23 1.498, C30 1.394
23 C 2.08 2.94 -2.48  C22 1.498, C24 1.536, H68 1.074, H69 1.078
24 C 2.13 2.46 -3.94  C23 1.536, C25 1.518, H70 1.080, H71 1.079
25 C 1.68 1.04 -4.20  C24 1.518, O26 1.443, H72 1.075, H73 1.084
26 O 0.77 0.94 -5.30  C25 1.443, C27 1.352
27 C 1.42 0.79 -6.48  O26 1.352, C28 1.492, O29 1.178
28 C 1.74 -0.62 -6.84  C27 1.492, H74 1.078, H75 1.076, H76 1.081
29 O 1.70 1.72 -7.15  C27 1.178
30 C 1.48 1.26 -0.70  C22 1.394, C31 1.403, C48 1.485
31 C 1.82 0.36 0.32  C5 1.396, C30 1.403, C32 1.484
32 C 0.69 -0.30 1.02  C31 1.484, O33 1.202, C34 1.479
33 O 0.66 -1.47 1.27  C32 1.202
34 C -0.43 0.61 1.33  C32 1.479, C35 1.392, C47 1.394
35 C -1.16 0.60 2.52  C34 1.392, C36 1.491, C39 1.394
36 C -0.85 -0.32 3.65  C35 1.491, O37 1.427, H77 1.079, H78 1.081
37 O -1.60 -1.53 3.75  C36 1.427, O38 1.435
38 O -1.99 -2.00 2.45  O37 1.435, H79 0.964
39 C -2.18 1.54 2.68  C35 1.394, C40 1.391, H80 1.070
40 C -2.49 2.48 1.70  C39 1.391, C41 1.512, C46 1.393
41 C -3.54 3.55 1.89  C40 1.512, Br42 1.971, C43 1.517, H81 1.079
42 Br -2.68 5.29 1.52  C41 1.971
43 C -4.22 3.68 3.24  C41 1.517, C44 1.509, Br45 1.941, H82 1.076
44 C -3.34 3.94 4.43  C43 1.509, H83 1.076, H84 1.074, H85 1.079
45 Br -5.41 2.17 3.50  C43 1.941
46 C -1.78 2.44 0.50  C40 1.393, C47 1.383, H86 1.074
47 C -0.76 1.52 0.33  C34 1.394, C46 1.383, C48 1.471
48 C 0.03 1.49 -0.91  C30 1.485, C47 1.471, O49 1.198
49 O -0.49 1.61 -1.98  C48 1.198
50 H 3.00 -3.51 2.47  C1 1.080
51 H 4.64 -4.05 2.18  C1 1.081
52 H 4.36 -2.86 3.40  C1 1.079
53 H 5.29 -1.87 1.43  C2 1.076
54 H 3.95 -2.46 0.42  C2 1.080
55 H 2.54 -1.18 2.18  C3 1.066
56 H 6.11 2.50 0.97  N8 1.010
57 H 7.44 1.62 0.53  N8 1.013
58 H 6.92 -0.93 0.31  O9 0.959
59 H 5.55 2.89 -1.12  C11 1.072
60 H 4.50 3.22 -2.42  C11 1.074
61 H 6.54 1.05 -2.08  C12 1.077
62 H 6.36 2.18 -3.38  C12 1.083
63 H 4.66 0.83 -4.42  C13 1.078
64 H 4.27 0.06 -2.90  C13 1.075
65 H 2.98 -1.14 -2.66  C18 1.064
66 H 1.10 -2.91 -3.33  C19 1.067
67 H 4.77 -4.76 -3.90  C21 1.068
68 H 1.10 3.33 -2.29  C23 1.074
69 H 2.75 3.78 -2.38  C23 1.078
70 H 3.11 2.65 -4.36  C24 1.080
71 H 1.45 3.08 -4.50  C24 1.079
72 H 1.20 0.60 -3.34  C25 1.075
73 H 2.54 0.42 -4.46  C25 1.084
74 H 1.36 -1.30 -6.10  C28 1.078
75 H 1.32 -0.85 -7.81  C28 1.076
76 H 2.82 -0.72 -6.85  C28 1.081
77 H -1.02 0.19 4.59  C36 1.079
78 H 0.19 -0.60 3.62  C36 1.081
79 H -1.35 -2.71 2.33  O38 0.964
80 H -2.71 1.52 3.60  C39 1.070
81 H -4.28 3.46 1.11  C41 1.079
82 H -4.90 4.51 3.15  C43 1.076
83 H -2.97 3.04 4.90  C44 1.076
84 H -2.53 4.60 4.19  C44 1.074
85 H -3.94 4.43 5.18  C44 1.079
86 H -1.99 3.13 -0.29  C46 1.074
87 O -5.66 -4.03 -1.59  C88 1.192
88 C -4.77 -3.33 -1.21  O87 1.192, O89 1.349, O92 1.348
89 O -4.87 -2.03 -0.87  C88 1.349, C90 1.445
90 C -3.62 -1.63 -0.27  O89 1.445, C91 1.515, H93 1.085, H94 1.087
91 C -2.65 -2.64 -0.86  C90 1.515, O92 1.430, H95 1.091, H96 1.086
92 O -3.50 -3.77 -1.09  C88 1.348, C91 1.430
93 H -3.37 -0.61 -0.54  C90 1.085
94 H -3.70 -1.71 0.81  C90 1.087
95 H -2.23 -2.32 -1.81  C91 1.091
96 H -1.84 -2.91 -0.18  C91 1.086
97 O 3.96 -10.08 -3.31  C98 1.186
98 C 3.31 -9.18 -2.87  O97 1.186, O99 1.352, O102 1.353
99 O 3.79 -8.19 -2.09  C98 1.352, C100 1.437
100 C 2.78 -7.18 -1.96  O99 1.437, C101 1.518, H103 1.087, H104 1.086
101 C 1.51 -7.98 -2.21  C100 1.518, O102 1.433, H105 1.091, H106 1.086
102 O 1.99 -9.02 -3.08  C98 1.353, C101 1.433
103 H 2.81 -6.74 -0.96  C100 1.087
104 H 2.94 -6.40 -2.70  C100 1.086
105 H 1.11 -8.43 -1.31  C101 1.091
106 H 0.73 -7.40 -2.70  C101 1.086
107 O -10.44 2.74 5.21  C108 1.189
108 C -10.06 2.03 4.34  O107 1.189, O109 1.351, O112 1.349
109 O -9.51 2.45 3.18  C108 1.351, C110 1.437
110 C -8.97 1.32 2.49  O109 1.437, C111 1.512, H113 1.085, H114 1.090
111 C -9.78 0.18 3.06  C110 1.512, O112 1.442, H115 1.087, H116 1.067
112 O -10.12 0.68 4.37  C108 1.349, C111 1.442
113 H -9.08 1.43 1.42  C110 1.085
114 H -7.91 1.23 2.74  C110 1.090
115 H -10.70 0.01 2.51  C111 1.087
116 H -9.22 -0.73 3.12  C111 1.067
117 O 4.78 4.68 0.12  C118 1.191
118 C 4.87 5.38 1.08  O117 1.191, O119 1.346, O122 1.344
119 O 5.77 5.21 2.06  C118 1.346, C120 1.435
120 C 5.73 6.36 2.93  O119 1.435, C121 1.521, H123 1.085, H124 1.090
121 C 4.32 6.88 2.68  C120 1.521, O122 1.437, H125 1.090, H126 1.085
122 O 4.08 6.44 1.33  C118 1.344, C121 1.437
123 H 5.91 6.06 3.95  C120 1.085
124 H 6.50 7.06 2.61  C120 1.090
125 H 3.58 6.42 3.33  C121 1.090
126 H 4.24 7.96 2.74  C121 1.085
127 O -1.04 5.81 5.85  C128 1.187
128 C -1.65 6.83 5.76  O127 1.187, O129 1.350, O132 1.355
129 O -1.24 8.02 6.23  C128 1.350, C130 1.432
130 C -2.11 9.04 5.73  O129 1.432, C131 1.519, H133 1.086, H134 1.091
131 C -3.37 8.26 5.44  C130 1.519, O132 1.436, H135 1.090, H136 1.086
132 O -2.86 6.95 5.15  C128 1.355, C131 1.436
133 H -2.24 9.82 6.48  C130 1.086
134 H -1.67 9.48 4.84  C130 1.091
135 H -4.04 8.19 6.30  C131 1.090
136 H -3.93 8.64 4.59  C131 1.086
137 O -12.15 -3.20 -1.84  C138 1.186
138 C -11.07 -3.52 -2.19  O137 1.186, O139 1.352, O142 1.352
139 O -10.76 -4.00 -3.42  C138 1.352, C140 1.435
140 C -9.33 -4.06 -3.54  O139 1.435, C141 1.519, H143 1.086, H144 1.091
141 C -8.88 -4.14 -2.09  C140 1.519, O142 1.436, H145 1.090, H146 1.085
142 O -9.96 -3.46 -1.42  C138 1.352, C141 1.436
143 H -9.04 -4.92 -4.13  C140 1.086
144 H -8.98 -3.15 -4.03  C140 1.091
145 H -8.84 -5.17 -1.72  C141 1.090
146 H -7.93 -3.65 -1.90  C141 1.085
147 O -7.76 -1.73 2.05  C148 1.190
148 C -7.91 -2.89 2.29  O147 1.190, O149 1.348, O152 1.347
149 O -9.00 -3.60 1.95  C148 1.348, C150 1.434
150 C -8.73 -4.99 2.20  O149 1.434, C151 1.521, H153 1.085, H154 1.091
151 C -7.65 -4.91 3.26  C150 1.521, O152 1.435, H155 1.090, H156 1.085
152 O -7.03 -3.66 2.95  C148 1.347, C151 1.435
153 H -9.64 -5.49 2.53  C150 1.085
154 H -8.38 -5.45 1.27  C150 1.091
155 H -8.05 -4.86 4.27  C151 1.090
156 H -6.92 -5.72 3.20  C151 1.085
157 O 8.99 1.06 -1.00  C158 1.191
158 C 9.44 0.31 -1.81  O157 1.191, O159 1.347, O162 1.346
159 O 9.82 0.67 -3.05  C158 1.347, C160 1.433
160 C 10.54 -0.42 -3.65  O159 1.433, C161 1.520, H163 1.086, H164 1.091
161 C 10.02 -1.61 -2.86  C160 1.520, O162 1.438, H165 1.090, H166 1.086
162 O 9.67 -1.00 -1.61  C158 1.346, C161 1.438
163 H 10.33 -0.47 -4.71  C160 1.086
164 H 11.61 -0.25 -3.49  C160 1.091
165 H 9.12 -2.04 -3.30  C161 1.090
166 H 10.76 -2.39 -2.71  C161 1.086

The value obtained for the orbital gap is 0.29152 hartree. The value obtained for the calculated total energy is -11139.67862 a.u. The calculation puts the LUMO energy at -0.0414 Ha. For the largest force on an atom, the calculation gives 1.94 eV Å⁻¹.

---

Record 2
Density functional theory data (ωB97M-V/def2-TZVPD) for a cluster of 11 separate species, C57H70F2N12O5 in total.

Each atom is followed by the atoms it is bonded to, with distances in Å.
CARTESIAN COORDINATES (ANGSTROEM)
1 C -0.89 1.61 3.32  C2 1.639, H27 1.194, H28 1.193, H29 1.170
2 C -0.22 2.42 4.57  C1 1.639, C3 1.671, H30 1.169, H31 1.187
3 C -0.06 4.06 4.30  C2 1.671, C4 1.631, H32 1.192, H33 1.171
4 C -1.55 4.58 3.85  C3 1.631, C5 1.621, H34 1.196, H35 1.188
5 C -1.76 6.18 3.78  C4 1.621, C6 1.622, H36 1.194, H37 1.198
6 C -3.18 6.79 4.27  C5 1.622, C7 1.619, H38 1.175, H39 1.177
7 C -4.57 6.05 3.87  C6 1.619, C8 1.533, C25 1.575
8 C -5.79 6.60 4.61  C7 1.533, C9 1.631, H40 1.176
9 C -7.26 6.23 4.01  C8 1.631, O10 1.353, C11 1.615
10 O -8.04 7.33 4.10  C9 1.353
11 C -7.46 5.36 2.67  C9 1.615, C12 1.667, C17 1.520
12 C -8.93 4.88 2.05  C11 1.667, C13 1.620, H41 1.156, H42 1.204
13 C -10.24 5.54 2.75  C12 1.620, C14 1.680, H43 1.184, H44 1.168
14 C -10.51 4.95 4.29  C13 1.680, N15 1.514, O16 1.360
15 N -10.14 5.77 5.51  C14 1.514, H45 1.048, H46 1.039
16 O -11.07 3.72 4.47  C14 1.360
17 C -6.24 4.97 1.84  C11 1.520, N18 1.504, C25 1.628
18 N -6.28 4.49 0.41  C17 1.504, C19 1.535, C22 1.539
19 C -4.94 3.94 -0.09  N18 1.535, O20 1.338, F21 1.464
20 O -4.98 2.67 -0.50  C19 1.338
21 F -3.65 4.63 -0.13  C19 1.464
22 C -6.30 5.81 -0.39  N18 1.539, O23 1.320, F24 1.476
23 O -6.50 7.02 0.09  C22 1.320
24 F -6.09 5.76 -1.85  C22 1.476
25 C -4.89 4.99 2.76  C7 1.575, C17 1.628, O26 1.362
26 O -4.43 3.72 2.97  C25 1.362
27 H -2.07 1.71 3.46  C1 1.194
28 H -0.65 2.26 2.34  C1 1.193
29 H -0.55 0.50 3.20  C1 1.170
30 H 0.79 1.92 4.88  C2 1.169
31 H -0.96 2.30 5.49  C2 1.187
32 H 0.29 4.50 5.35  C3 1.192
33 H 0.73 4.22 3.45  C3 1.171
34 H -1.85 4.16 2.78  C4 1.196
35 H -2.33 4.14 4.63  C4 1.188
36 H -1.44 6.57 2.70  C5 1.194
37 H -0.95 6.68 4.51  C5 1.198
38 H -3.27 7.77 3.63  C6 1.175
39 H -3.17 7.14 5.39  C6 1.177
40 H -5.69 7.41 5.46  C8 1.176
41 H -8.96 4.62 0.92  C12 1.156
42 H -8.95 3.79 2.56  C12 1.204
43 H -11.18 5.22 2.11  C13 1.184
44 H -10.18 6.71 2.72  C13 1.168
45 H -10.47 6.77 5.43  N15 1.048
46 H -10.41 5.33 6.41  N15 1.039
47 C 4.11 -0.74 3.02  C48 1.415, C51 1.377, H52 1.082
48 C 3.16 -1.21 2.08  C47 1.415, C49 1.377, H53 1.082
49 C 2.46 -0.11 1.62  C48 1.377, N50 1.371, H54 1.082
50 N 2.95 1.00 2.26  C49 1.371, C51 1.371, H55 1.012
51 C 3.96 0.62 3.11  C47 1.377, N50 1.371, H56 1.082
52 H 4.82 -1.34 3.57  C47 1.082
53 H 3.00 -2.23 1.76  C48 1.082
54 H 1.66 -0.03 0.90  C49 1.082
55 H 2.62 1.94 2.12  N50 1.012
56 H 4.48 1.36 3.70  C51 1.082
57 C 0.75 -2.69 -3.22  C58 1.415, C61 1.377, H62 1.082
58 C 0.81 -1.30 -2.96  C57 1.415, C59 1.377, H63 1.082
59 C 1.84 -1.08 -2.08  C58 1.377, N60 1.371, H64 1.082
60 N 2.40 -2.30 -1.78  C59 1.371, C61 1.371, H65 1.012
61 C 1.75 -3.28 -2.48  C57 1.377, N60 1.371, H66 1.082
62 H 0.05 -3.20 -3.87  C57 1.082
63 H 0.17 -0.53 -3.38  C58 1.082
64 H 2.22 -0.17 -1.63  C59 1.082
65 H 3.18 -2.44 -1.15  N60 1.012
66 H 2.05 -4.32 -2.38  C61 1.082
67 C -6.32 -0.87 -3.70  C68 1.415, C71 1.377, H72 1.082
68 C -7.00 -1.62 -2.72  C67 1.415, C69 1.377, H73 1.082
69 C -7.09 -0.84 -1.59  C68 1.377, N70 1.371, H74 1.082
70 N -6.48 0.35 -1.84  C69 1.371, C71 1.371, H75 1.012
71 C -6.01 0.35 -3.13  C67 1.377, N70 1.371, H76 1.082
72 H -6.07 -1.18 -4.70  C67 1.082
73 H -7.39 -2.62 -2.83  C68 1.082
74 H -7.54 -1.04 -0.62  C69 1.082
75 H -6.39 1.12 -1.19  N70 1.012
76 H -5.49 1.21 -3.53  C71 1.082
77 C 7.75 2.41 6.30  C78 1.415, C81 1.377, H82 1.082
78 C 8.81 1.50 6.06  C77 1.415, C79 1.377, H83 1.082
79 C 8.49 0.79 4.92  C78 1.377, N80 1.371, H84 1.082
80 N 7.28 1.23 4.47  C79 1.371, C81 1.371, H85 1.012
81 C 6.82 2.22 5.30  C77 1.377, N80 1.371, H86 1.082
82 H 7.67 3.12 7.11  C77 1.082
83 H 9.71 1.39 6.65  C78 1.082
84 H 9.03 0.01 4.40  C79 1.082
85 H 6.80 0.88 3.65  N80 1.012
86 H 5.87 2.71 5.11  C81 1.082
87 C -3.00 -3.86 -6.68  C88 1.415, C91 1.377, H92 1.082
88 C -4.01 -3.49 -5.76  C87 1.415, C89 1.377, H93 1.082
89 C -5.22 -3.78 -6.34  C88 1.377, N90 1.371, H94 1.082
90 N -4.98 -4.31 -7.58  C89 1.371, C91 1.371, H95 1.012
91 C -3.63 -4.37 -7.79  C87 1.377, N90 1.371, H96 1.082
92 H -1.93 -3.77 -6.55  C87 1.082
93 H -3.86 -3.06 -4.78  C88 1.082
94 H -6.23 -3.66 -5.98  C89 1.082
95 H -5.69 -4.62 -8.23  N90 1.012
96 H -3.23 -4.76 -8.72  C91 1.082
97 C -0.39 -8.97 -6.92  C98 1.415, C101 1.377, H102 1.082
98 C -1.34 -9.44 -7.87  C97 1.415, C99 1.377, H103 1.082
99 C -2.04 -8.34 -8.32  C98 1.377, N100 1.371, H104 1.082
100 N -1.55 -7.23 -7.68  C99 1.371, C101 1.371, H105 1.012
101 C -0.54 -7.61 -6.83  C97 1.377, N100 1.371, H106 1.082
102 H 0.32 -9.57 -6.37  C97 1.082
103 H -1.50 -10.46 -8.18  C98 1.082
104 H -2.84 -8.26 -9.04  C99 1.082
105 H -1.88 -6.29 -7.82  N100 1.012
106 H -0.02 -6.87 -6.24  C101 1.082
107 C 12.25 -0.67 9.24  C108 1.415, C111 1.377, H112 1.082
108 C 11.75 -1.97 8.99  C107 1.415, C109 1.377, H113 1.082
109 C 10.41 -1.85 8.71  C108 1.377, N110 1.371, H114 1.082
110 N 10.08 -0.52 8.80  C109 1.371, C111 1.371, H115 1.012
111 C 11.20 0.21 9.11  C107 1.377, N110 1.371, H116 1.082
112 H 13.27 -0.40 9.48  C107 1.082
113 H 12.31 -2.89 9.00  C108 1.082
114 H 9.66 -2.59 8.47  C109 1.082
115 H 9.15 -0.14 8.65  N110 1.012
116 H 11.14 1.28 9.22  C111 1.082
117 C -6.75 -10.60 -11.34  C118 1.415, C121 1.377, H122 1.082
118 C -6.69 -9.21 -11.09  C117 1.415, C119 1.377, H123 1.082
119 C -5.66 -9.00 -10.21  C118 1.377, N120 1.371, H124 1.082
120 N -5.10 -10.21 -9.91  C119 1.371, C121 1.371, H125 1.012
121 C -5.75 -11.20 -10.60  C117 1.377, N120 1.371, H126 1.082
122 H -7.45 -11.12 -12.00  C117 1.082
123 H -7.33 -8.45 -11.51  C118 1.082
124 H -5.28 -8.09 -9.76  C119 1.082
125 H -4.32 -10.36 -9.28  N120 1.012
126 H -5.45 -12.23 -10.51  C121 1.082
127 C 3.45 0.11 -6.58  C128 1.415, C131 1.377, H132 1.082
128 C 4.81 -0.29 -6.49  C127 1.415, C129 1.377, H133 1.082
129 C 4.91 -1.11 -5.38  C128 1.377, N130 1.371, H134 1.082
130 N 3.68 -1.20 -4.80  C129 1.371, C131 1.371, H135 1.012
131 C 2.78 -0.46 -5.53  C127 1.377, N130 1.371, H136 1.082
132 H 3.02 0.76 -7.34  C127 1.082
133 H 5.61 -0.02 -7.15  C128 1.082
134 H 5.76 -1.62 -4.96  C129 1.082
135 H 3.46 -1.73 -3.97  N130 1.012
136 H 1.74 -0.41 -5.24  C131 1.082
137 C 13.90 2.77 3.87  C138 1.415, C141 1.377, H142 1.082
138 C 13.85 2.68 5.29  C137 1.415, C139 1.377, H143 1.082
139 C 12.54 2.46 5.64  C138 1.377, N140 1.371, H144 1.082
140 N 11.79 2.42 4.49  C139 1.371, C141 1.371, H145 1.012
141 C 12.61 2.60 3.41  C137 1.377, N140 1.371, H146 1.082
142 H 14.78 2.93 3.26  C137 1.082
143 H 14.68 2.76 5.97  C138 1.082
144 H 12.07 2.33 6.61  C139 1.082
145 H 10.79 2.28 4.45  N140 1.012
146 H 12.21 2.60 2.40  C141 1.082

The value obtained for the orbital gap is 0.20837 hartree. The value obtained for the calculated total energy is -3446.37516 a.u. The calculation puts the LUMO energy at -0.0850 Ha. For the largest force on an atom, the calculation gives 9.69 eV Å⁻¹.

---

- Which value of largest force on an atom does entry 2 give?
  9.69 eV Å⁻¹

---

- Which formula does entry 2 have?
  C57H70F2N12O5

---

- Which formula does entry 1 have?
  C57H69BBr2ClN3O31S2

---

- Among the records above, which one has the highest orbital gap?
  C57H69BBr2ClN3O31S2